No. 1
Here is 2 unconnected molecules or ions with the total composition ClFN2O3 in a non-equilibrium geometry from the OMol25 dataset. Energies are from ωB97M-V/def2-TZVPD.

```
! wB97M-V def2-TZVPD RIJCOSX def2/J DEFGRID3
* xyz 0 1
N -1.888 -0.068 0.081
N 2.334 -0.151 0.052
O -2.320 -0.741 0.930
O -1.689 -0.270 -1.061
O 2.922 -0.628 -0.809
F 2.038 1.188 -0.204
Cl -1.360 1.652 0.490
*
```

Computed properties:
Structure (SMILES)   O=[N+]([O-])Cl.O=NF
HOMO-LUMO gap   11.040 eV
LUMO level   -0.727 eV
Relative energy (zero: lowest compared OMol25 entry of this formula, charge and spin)   0.0 kJ/mol
F_max   1.916 eV Å⁻¹

Results of the Löwdin charge analysis, in e, for atoms 1 through 4:
1. N -0.721
2. N -0.022
3. O 0.091
4. O 0.038

***

No. 2
Here is a gas-phase ion, ClFN3 (charge +1) in a non-equilibrium geometry from the OMol25 dataset. Energies are from ωB97M-V/def2-TZVPD.

```
! wB97M-V def2-TZVPD RIJCOSX def2/J DEFGRID3
* xyz 1 3
N -1.815 -1.563 -0.001
N -0.865 -0.998 -0.099
N 0.021 -0.264 0.317
F 1.255 2.205 0.005
Cl 1.404 0.620 -0.222
*
```

Computed properties:
HOMO-LUMO gap (alpha / beta)   8.058 / 7.418 eV
LUMO level (alpha / beta)   -7.270 / -10.444 eV
Relative energy (zero: lowest compared OMol25 entry of this formula, charge and spin)   337.7 kJ/mol
⟨S²⟩   2.02
F_max   3.332 eV Å⁻¹

Results of the Löwdin charge analysis, in e, for atoms 1 through 4:
1. N 0.414
2. N -0.077
3. N -0.140
4. F -0.375

***

No. 3
Here is a single ClFS2 molecule in a non-equilibrium geometry from the OMol25 dataset. Energies are from ωB97M-V/def2-TZVPD.

```
! wB97M-V def2-TZVPD RIJCOSX def2/J DEFGRID3
* xyz 0 1
F 1.333 1.606 -0.346
S 0.333 1.038 0.795
S -1.391 -0.493 -0.233
Cl -0.275 -2.151 -0.215
*
```

Computed properties:
Structure (SMILES)   FSSCl
HOMO-LUMO gap   7.879 eV
LUMO level   -1.988 eV
Relative energy (zero: lowest compared OMol25 entry of this formula, charge and spin)   117.6 kJ/mol
F_max   3.446 eV Å⁻¹

Atom-resolved charges from Löwdin, all expressed in e:
1. F -0.564
2. S 0.552
3. S 0.022
4. Cl -0.010

***

No. 4
Here is a molecular structure, ClFZn2 in a non-equilibrium geometry from the OMol25 dataset. Energies are from ωB97M-V/def2-TZVPD.

```
! wB97M-V def2-TZVPD RIJCOSX def2/J DEFGRID3
* xyz 2 1
Zn 12.358 24.661 20.750
Zn 14.684 21.994 17.766
F 11.614 25.966 19.369
Cl 12.584 23.209 18.753
*
```

Computed properties:
HOMO-LUMO gap   5.517 eV
LUMO level   -14.239 eV
Relative energy (zero: lowest compared OMol25 entry of this formula, charge and spin)   114.1 kJ/mol
F_max   3.927 eV Å⁻¹

Atom-resolved charges from Löwdin, all expressed in e:
1. Zn 1.103
2. Zn 1.300
3. F -0.481
4. Cl 0.077

***

No. 5
Here is a molecular structure, ClFZn2 in a non-equilibrium geometry from the OMol25 dataset. Energies are from ωB97M-V/def2-TZVPD.

```
! wB97M-V def2-TZVPD RIJCOSX def2/J DEFGRID3
* xyz 2 1
Zn -1.447 -20.620 -11.659
Zn -0.847 -21.078 -8.324
F -1.043 -21.309 -9.951
Cl -1.420 -19.351 -8.711
*
```

Computed properties:
HOMO-LUMO gap   6.126 eV
LUMO level   -14.163 eV
Relative energy (zero: lowest compared OMol25 entry of this formula, charge and spin)   140.9 kJ/mol
F_max   9.959 eV Å⁻¹

Atom-resolved charges from Löwdin, all expressed in e:
1. Zn 1.505
2. Zn 0.785
3. F -0.586
4. Cl 0.296

***

No. 6
Here is a molecular structure, ClFeH6O3 in a non-equilibrium geometry from the OMol25 dataset. Energies are from ωB97M-V/def2-TZVPD.

```
! wB97M-V def2-TZVPD RIJCOSX def2/J DEFGRID3
* xyz 1 5
Fe -1.913 -1.523 0.420
Cl -0.502 -0.315 0.208
O 1.308 0.078 1.832
H 1.032 0.656 2.544
H 0.564 0.067 1.230
O 1.368 -0.908 -1.355
H 0.793 -0.558 -0.674
H 0.951 -1.727 -1.622
O -1.021 1.707 -1.040
H -1.947 1.634 -0.807
H -0.632 0.887 -0.735
*
```

Computed properties:
HOMO-LUMO gap (alpha / beta)   7.199 / 6.437 eV
LUMO level (alpha / beta)   -7.901 / -8.652 eV
Relative energy (zero: lowest compared OMol25 entry of this formula, charge and spin)   445.2 kJ/mol
⟨S²⟩   6.01
F_max   6.038 eV Å⁻¹

Results of the Löwdin charge analysis, in e, for atoms 1 through 4:
1. Fe 0.974
2. Cl 0.758
3. O -0.070
4. H 0.058